1.
{"formula": "C4H10ClN2", "method": "wB97M-V/def2-TZVPD", "e_lumo_ev": [-4.95, -4.78], "orbital_gap_ha": [0.3122, 0.3281], "largest_force_ev_per_a": 4.3, "charge": 1, "multiplicity": 1, "species": ["C", "C", "C", "C", "N", "N", "Cl", "H", "H", "H", "H", "H", "H", "H", "H", "H", "H"], "coordinates": [[-0.938, -0.894, -0.441], [0.072, 0.117, -1.079], [-0.220, -1.957, 0.476], [0.899, 1.734, 0.401], [-1.541, 0.126, 0.422], [1.125, 0.487, -0.245], [-2.944, 0.820, 0.007], [-1.694, -1.339, -1.102], [-0.255, 0.793, -1.829], [-0.233, -1.541, 1.448], [0.871, -1.931, 0.221], [-0.747, -2.848, 0.315], [0.088, 1.445, 1.120], [1.752, 2.071, 0.847], [0.635, 2.583, -0.279], [1.133, -0.398, 0.476], [1.998, 0.733, -0.757]], "mulliken_charge": [0.349, -0.674, -1.522, -0.914, -0.276, -0.035, 0.028, 0.553, 0.460, 0.549, 0.327, 0.329, 0.376, 0.392, 0.351, 0.364, 0.344]}


2.
{"formula": "C4H10ClNSi", "method": "wB97M-V/def2-TZVPD", "e_lumo_ev": 0.59, "smiles": "C/C=[Si](\\C)Cl.C=N", "orbital_gap_ha": 0.3085, "largest_force_ev_per_a": 3.6, "multiplicity": 1, "species": ["C", "C", "C", "C", "N", "Si", "Cl", "H", "H", "H", "H", "H", "H", "H", "H", "H", "H"], "coordinates": [[0.015, -1.950, -1.601], [-0.062, -0.720, -0.656], [-2.578, 0.350, 2.753], [2.791, 0.953, -1.423], [-2.498, 1.532, 2.421], [1.167, 0.484, -0.629], [1.002, 1.829, 0.917], [0.346, -1.597, -2.597], [-1.012, -2.326, -1.665], [-0.962, -0.704, -0.009], [-3.475, -0.244, 3.227], [0.740, -2.696, -1.158], [-1.679, -0.242, 2.593], [3.638, 0.259, -1.282], [2.812, 1.086, -2.488], [3.131, 1.942, -0.948], [-3.377, 2.042, 2.545]], "mulliken_charge": [-0.992, -0.146, -0.296, -0.999, -0.380, 0.428, -0.279, 0.296, 0.298, 0.177, 0.217, 0.252, 0.254, 0.340, 0.350, 0.262, 0.217]}


3.
{"formula": "C4H10F6Li3N4O17S6", "method": "wB97M-V/def2-TZVPD", "e_lumo_ev": -1.58, "orbital_gap_ha": 0.1841, "largest_force_ev_per_a": 7.5, "charge": -1, "multiplicity": 1, "species": ["Li", "Li", "Li", "N", "S", "O", "O", "F", "S", "O", "O", "F", "N", "S", "O", "O", "F", "S", "O", "O", "F", "N", "S", "O", "O", "F", "S", "O", "O", "F", "N", "O", "O", "O", "C", "O", "C", "C", "O", "C", "H", "H", "H", "H", "H", "H", "H", "H", "H", "H"], "coordinates": [[-2.388, -2.699, 4.146], [-0.579, 2.222, -2.020], [1.241, -1.305, 1.231], [3.051, 1.485, -0.742], [4.430, 0.984, -1.294], [5.622, 0.884, -0.473], [4.590, 1.097, -2.726], [3.897, -0.512, -1.186], [3.762, 3.002, -0.230], [4.394, 3.751, -1.301], [4.327, 3.116, 1.055], [2.339, 3.787, -0.063], [-1.614, -0.296, 7.051], [-1.305, -0.612, 8.511], [-2.125, 0.221, 9.450], [0.078, -0.920, 8.859], [-2.142, -2.066, 8.576], [-0.283, 0.866, 6.867], [0.690, 0.438, 5.874], [0.276, 1.646, 8.023], [-1.175, 1.941, 6.044], [0.430, -5.027, 2.595], [-0.024, -6.312, 1.829], [-0.709, -7.382, 2.545], [0.814, -6.659, 0.658], [-1.288, -5.521, 1.061], [1.669, -5.855, 3.462], [2.541, -6.928, 2.848], [1.274, -5.886, 4.878], [2.725, -4.586, 3.456], [-4.009, 1.353, 0.985], [-4.969, 1.227, 1.637], [-3.767, 2.324, 0.296], [-3.164, 0.445, 1.048], [-1.276, 4.679, -5.131], [-0.843, 3.320, -5.273], [-1.423, 2.664, -6.421], [-0.812, 1.339, -6.537], [-1.134, 0.675, -5.344], [-1.113, -0.763, -5.329], [-1.761, 5.073, -6.024], [-0.504, 5.386, -4.827], [-1.959, 4.846, -4.298], [-1.048, 3.141, -7.326], [-2.506, 2.546, -6.444], [0.267, 1.308, -6.691], [-1.319, 0.906, -7.399], [-2.036, -1.217, -5.690], [-0.867, -0.998, -4.293], [-0.275, -1.131, -5.920]], "mulliken_charge": [0.974, 0.969, 0.988, -0.329, 1.065, -0.537, -0.584, -0.318, 1.075, -0.542, -0.510, -0.297, -0.351, 1.120, -0.595, -0.544, -0.335, 1.061, -0.581, -0.510, -0.252, -0.301, 1.043, -0.553, -0.554, -0.350, 1.057, -0.488, -0.553, -0.289, 1.080, -0.620, -0.687, -0.755, -0.804, -0.305, -0.453, -0.549, -0.302, -0.734, 0.317, 0.295, 0.307, 0.371, 0.326, 0.368, 0.343, 0.270, 0.211, 0.341]}


4.
{"formula": "C4H10GdO2", "method": "wB97M-V/def2-TZVPD", "e_lumo_ev": [-2.70, -3.77], "orbital_gap_ha": [0.2271, 0.2527], "largest_force_ev_per_a": 3.6, "charge": 1, "multiplicity": 8, "species": ["C", "O", "C", "C", "O", "C", "H", "H", "H", "H", "H", "H", "H", "H", "H", "H", "Gd"], "coordinates": [[0.352, 0.522, 1.805], [-0.794, 0.416, 0.942], [-0.895, 1.369, -0.099], [0.084, 1.093, -1.221], [-0.025, -0.284, -1.546], [0.707, -0.670, -2.697], [-0.023, 0.703, 2.824], [1.026, 1.324, 1.470], [-0.729, 2.380, 0.303], [-1.919, 1.259, -0.483], [1.123, 1.323, -0.934], [-0.174, 1.712, -2.095], [0.135, -0.416, -3.601], [1.691, -0.178, -2.705], [0.839, -1.758, -2.671], [1.095, -0.540, 1.977], [-0.433, -1.925, 0.257]], "mulliken_charge": [-0.540, -0.333, -0.493, -0.354, 0.028, -0.742, 0.275, 0.300, 0.392, 0.308, 0.325, 0.380, 0.283, 0.338, 0.252, 0.219, 0.361]}


5.
{"formula": "C4H10IN3O3P", "method": "wB97M-V/def2-TZVPD", "e_lumo_ev": -3.75, "smiles": "CC[C@@H]([NH3+])C(=O)OP(I)NN=O", "orbital_gap_ha": 0.3407, "largest_force_ev_per_a": 4.2, "charge": 1, "multiplicity": 1, "species": ["C", "C", "C", "C", "N", "N", "N", "O", "O", "O", "P", "I", "H", "H", "H", "H", "H", "H", "H", "H", "H", "H"], "coordinates": [[0.712, -0.254, 0.361], [-1.621, -2.007, -0.950], [-1.615, -1.261, 0.309], [-0.766, 0.046, 0.093], [2.498, 1.753, -0.704], [1.308, 1.719, -0.300], [-1.071, 1.145, 1.059], [1.187, -0.259, 1.478], [0.772, 2.681, 0.301], [1.434, -0.578, -0.683], [2.774, -0.121, -1.290], [4.474, -0.594, 0.421], [-0.605, -2.485, -1.099], [-2.396, -2.845, -0.839], [-1.944, -1.511, -1.933], [-2.533, -0.919, 0.764], [-1.162, -1.959, 0.973], [-0.999, 0.447, -0.846], [2.944, 2.666, -0.749], [-2.121, 1.374, 0.854], [-0.431, 2.015, 0.780], [-0.840, 0.947, 1.998]], "mulliken_charge": [0.342, -1.132, -0.412, -0.070, -0.403, 0.491, -0.287, -0.510, -0.663, 0.030, 0.110, 0.060, 0.309, 0.333, 0.320, 0.384, 0.242, 0.483, 0.265, 0.409, 0.371, 0.328]}


6.
{"formula": "C4H10IP", "method": "wB97M-V/def2-TZVPD", "e_lumo_ev": 0.20, "orbital_gap_ha": 0.3487, "largest_force_ev_per_a": 3.1, "multiplicity": 1, "species": ["C", "C", "C", "C", "P", "I", "H", "H", "H", "H", "H", "H", "H", "H", "H", "H"], "coordinates": [[1.453, -0.993, -1.190], [-0.346, 0.061, 1.759], [-0.062, -0.776, -0.962], [-0.594, 0.282, 0.160], [-0.498, 2.049, -0.500], [-2.858, 0.045, 0.073], [1.532, -1.892, -1.920], [1.932, -1.324, -0.301], [2.039, -0.072, -1.596], [-0.765, -0.908, 2.081], [0.748, -0.073, 1.926], [-0.830, 0.806, 2.362], [-0.514, -1.642, -0.581], [-0.640, -0.556, -1.937], [0.791, 2.377, 0.073], [-1.388, 2.617, 0.552]], "mulliken_charge": [-0.995, -1.065, -0.516, -0.329, 0.038, 0.033, 0.289, 0.340, 0.264, 0.377, 0.339, 0.380, 0.390, 0.364, 0.044, 0.048]}


7.
{"formula": "C4H10KO2", "method": "wB97M-V/def2-TZVPD", "e_lumo_ev": -4.36, "orbital_gap_ha": 0.2830, "largest_force_ev_per_a": 3.2, "charge": 1, "multiplicity": 1, "species": ["K", "C", "O", "C", "C", "O", "C", "H", "H", "H", "H", "H", "H", "H", "H", "H", "H"], "coordinates": [[0.615, -2.073, 4.638], [0.028, 2.228, 1.081], [-0.637, 0.936, 1.266], [-1.277, 0.363, 0.088], [-0.274, -0.137, -1.037], [0.465, -1.153, -0.356], [1.147, -2.038, -1.235], [0.244, 2.758, 2.009], [-0.536, 2.952, 0.492], [0.939, 1.919, 0.570], [-1.914, 1.131, -0.350], [-2.047, -0.361, 0.356], [0.308, 0.735, -1.336], [-0.857, -0.456, -1.900], [0.367, -2.153, -1.988], [1.311, -3.011, -0.771], [2.119, -1.641, -1.528]], "mulliken_charge": [0.996, -0.713, -0.342, -0.656, -0.449, -0.265, -0.705, 0.237, 0.289, 0.306, 0.403, 0.352, 0.311, 0.416, 0.351, 0.224, 0.244]}


8.
{"formula": "C4H10N", "method": "wB97M-V/def2-TZVPD", "e_lumo_ev": -6.25, "orbital_gap_ha": 0.2504, "largest_force_ev_per_a": 2.6, "charge": 1, "multiplicity": 1, "species": ["C", "N", "H", "H", "H", "H", "C", "C", "C", "H", "H", "H", "H", "H", "H"], "coordinates": [[0.858, -2.047, 2.340], [0.473, -0.838, 2.482], [0.680, -2.574, 1.406], [1.618, -2.483, 2.986], [0.227, -0.347, 3.337], [-0.030, -0.525, 1.645], [-1.180, 1.033, -2.452], [0.034, 0.754, -1.587], [0.273, 1.155, -0.343], [-1.294, 0.027, -2.857], [-1.035, 1.763, -3.248], [-2.111, 1.336, -1.974], [0.669, 0.009, -2.057], [1.059, 0.719, 0.257], [-0.241, 2.018, 0.064]], "mulliken_charge": [-0.065, -0.126, 0.286, 0.285, 0.302, 0.294, -0.906, -0.057, -0.993, 0.272, 0.281, 0.318, 0.303, 0.556, 0.248]}


9.
{"formula": "C4H10N", "method": "wB97M-V/def2-TZVPD", "e_lumo_ev": -5.38, "orbital_gap_ha": 0.2923, "largest_force_ev_per_a": 1.8, "charge": 1, "multiplicity": 1, "species": ["C", "C", "H", "H", "H", "H", "C", "C", "N", "H", "H", "H", "H", "H", "H"], "coordinates": [[2.560, 0.309, -0.212], [2.332, -0.577, 0.782], [2.806, 1.308, 0.123], [2.562, 0.075, -1.262], [2.296, -0.247, 1.819], [2.531, -1.681, 0.673], [-2.207, 1.067, 0.028], [-0.957, -0.887, -0.768], [-1.477, -0.236, 0.187], [-1.497, 1.788, -0.393], [-3.037, 0.888, -0.652], [-2.432, 1.311, 1.060], [-1.021, -0.425, -1.746], [-0.735, -1.944, -0.676], [-1.723, -0.749, 1.037]], "mulliken_charge": [-0.492, -0.560, 0.233, 0.311, 0.256, 0.275, -0.798, -0.205, 0.005, 0.337, 0.341, 0.329, 0.315, 0.309, 0.343]}


10.
{"formula": "C4H10N", "method": "wB97M-V/def2-TZVPD", "e_lumo_ev": -5.71, "orbital_gap_ha": 0.2599, "largest_force_ev_per_a": 2.1, "charge": 1, "multiplicity": 1, "species": ["C", "N", "H", "H", "H", "H", "C", "C", "C", "H", "H", "H", "H", "H", "H"], "coordinates": [[1.822, 0.561, -0.799], [2.164, -0.649, -0.689], [1.771, 1.003, -1.791], [1.434, 1.251, -0.057], [2.327, -1.164, 0.173], [2.288, -1.222, -1.520], [-1.453, 1.103, 0.278], [-0.887, -0.304, 0.189], [-1.223, -1.198, 1.134], [-2.414, 1.195, -0.204], [-1.537, 1.357, 1.326], [-0.846, 1.857, -0.231], [-0.699, -0.636, -0.833], [-0.625, -2.088, 1.299], [-2.122, -1.064, 1.725]], "mulliken_charge": [-0.155, -0.130, 0.298, 0.349, 0.296, 0.291, -1.188, 0.104, -0.798, 0.331, 0.367, 0.307, 0.424, 0.228, 0.276]}


11.
{"formula": "C4H10N", "method": "wB97M-V/def2-TZVPD", "e_lumo_ev": [-3.68, -5.97], "orbital_gap_ha": [0.2834, 0.3127], "largest_force_ev_per_a": 4.4, "charge": 1, "multiplicity": 3, "species": ["C", "C", "C", "C", "N", "H", "H", "H", "H", "H", "H", "H", "H", "H", "H"], "coordinates": [[-1.753, -0.289, 1.414], [-0.785, 0.569, 1.513], [1.885, -0.133, -0.185], [0.637, 0.562, -0.480], [-0.311, -0.278, -1.378], [-2.623, -0.138, 1.972], [-1.919, -1.124, 0.716], [-0.415, 1.393, 2.041], [2.099, 0.237, 0.784], [1.857, -1.134, -0.168], [2.629, 0.039, -0.920], [0.649, 1.671, -0.771], [-1.367, -0.071, -1.178], [-0.304, -1.225, -0.969], [-0.277, -0.080, -2.391]], "mulliken_charge": [-0.717, -0.109, -1.122, -0.229, -0.407, 0.266, 0.210, 0.436, 0.318, 0.454, 0.390, 0.388, 0.386, 0.383, 0.352]}


12.
{"formula": "C4H10N", "method": "wB97M-V/def2-TZVPD", "e_lumo_ev": [-5.11, -7.12], "orbital_gap_ha": [0.2550, 0.3626], "largest_force_ev_per_a": 4.5, "charge": 1, "multiplicity": 3, "species": ["C", "C", "C", "C", "N", "H", "H", "H", "H", "H", "H", "H", "H", "H", "H"], "coordinates": [[0.502, -0.510, -0.130], [2.898, -0.034, -0.324], [-1.858, -0.901, 0.417], [-1.001, 1.338, -0.064], [-0.672, -0.025, 0.038], [2.805, -0.145, 0.798], [0.844, -1.538, 0.026], [2.818, -0.927, -0.983], [3.230, 0.974, -0.700], [-1.635, -1.924, 0.439], [-2.300, -0.461, 1.329], [-2.584, -0.641, -0.274], [-0.280, 2.039, 0.430], [-1.024, 1.561, -1.109], [-2.029, 1.395, 0.463]], "mulliken_charge": [0.076, -0.955, -0.937, -0.794, 0.010, 0.358, 0.383, 0.333, 0.349, 0.319, 0.368, 0.472, 0.353, 0.362, 0.304]}


13.
{"formula": "C4H10N2", "method": "wB97M-V/def2-TZVPD", "e_lumo_ev": [4.07, 4.04], "orbital_gap_ha": [0.0997, 0.3731], "largest_force_ev_per_a": 1.7, "charge": -1, "multiplicity": 2, "species": ["C", "C", "N", "H", "H", "H", "H", "H", "C", "C", "N", "H", "H", "H", "H", "H"], "coordinates": [[1.897, -2.423, 1.093], [-0.424, -2.179, 0.881], [0.553, -2.934, 1.232], [2.091, -1.868, 2.020], [2.057, -1.809, 0.219], [2.606, -3.257, 1.070], [-1.412, -2.612, 0.984], [-0.286, -1.198, 0.386], [-1.768, 1.855, -1.264], [0.253, 2.755, -0.582], [-0.682, 1.956, -0.253], [-1.826, 0.785, -1.528], [-1.629, 2.562, -2.127], [-2.716, 2.070, -0.731], [1.070, 2.980, 0.150], [0.216, 3.314, -1.551]], "mulliken_charge": [-1.236, -0.422, -0.313, 0.337, 0.549, 0.250, 0.318, 0.270, -1.801, -2.207, 0.538, 0.338, 0.511, 0.384, 0.854, 0.629]}


14.
{"formula": "C4H10N2", "method": "wB97M-V/def2-TZVPD", "e_lumo_ev": [0.87, 0.62], "orbital_gap_ha": [0.3080, 0.2935], "largest_force_ev_per_a": 5.6, "multiplicity": 1, "species": ["C", "C", "C", "C", "N", "N", "H", "H", "H", "H", "H", "H", "H", "H", "H", "H"], "coordinates": [[-0.960, 0.640, -1.087], [-0.102, 0.981, -2.300], [0.902, 0.393, 0.423], [-0.177, -1.398, 2.018], [-0.371, -0.180, 0.021], [-0.797, -1.238, 0.803], [-1.946, 0.314, -1.354], [0.901, 1.431, -2.049], [-0.612, 1.734, -2.866], [-0.142, 0.035, -2.909], [0.663, 1.045, 1.323], [1.516, -0.382, 0.960], [1.491, 0.937, -0.274], [0.838, -1.270, 2.135], [-0.394, -2.357, 2.379], [-0.810, -0.686, 2.779]], "mulliken_charge": [-0.351, -0.899, -0.793, -0.718, 0.662, -0.746, 0.326, 0.319, 0.334, 0.213, 0.366, 0.197, 0.213, 0.317, 0.341, 0.219]}


15.
{"formula": "C4H10N2", "method": "wB97M-V/def2-TZVPD", "e_lumo_ev": -2.59, "orbital_gap_ha": 0.1738, "largest_force_ev_per_a": 3.7, "multiplicity": 1, "species": ["C", "C", "C", "C", "N", "N", "H", "H", "H", "H", "H", "H", "H", "H", "H", "H"], "coordinates": [[-0.090, 1.053, -1.085], [0.485, 0.290, 0.225], [0.227, -1.124, 0.260], [1.244, -2.043, 0.540], [0.823, -3.323, 0.698], [-1.318, 1.678, -0.978], [-1.002, 3.945, 0.753], [0.657, 1.800, -1.357], [1.559, 0.483, 0.323], [0.077, 0.815, 1.086], [-0.781, -1.543, 0.116], [-1.064, 4.134, 0.052], [1.522, -3.969, 1.032], [-0.080, -3.467, 1.149], [-2.079, 0.995, -0.971], [-0.182, 0.278, -1.844]], "mulliken_charge": [-0.521, -0.366, 0.098, -0.814, -0.251, -0.515, -0.020, 0.307, 0.333, 0.343, 0.253, 0.006, 0.284, 0.234, 0.223, 0.407]}


Here are the calculated ΔE to the lowest compared entry with this formula, charge and spin numbers, same order: 132.3 73.5 0.0 46.7 0.0 43.5 44.4 65.0 60.1 73.7 2.5 0.0 36.6 120.7 186.6 (kcal/mol).